# 1
# C10H12O2

An isolated molecule of C10H12O2 (wB97M-V/def2-TZVPD, the Open Molecules 2025 dataset).

ORCA input file:
```
! wB97M-V def2-TZVPD RIJCOSX def2/J DEFGRID3
* xyz 0 1
C -3.845 -0.123 -0.243
C -2.884 -1.040 -0.088
C -1.493 -0.831 -0.602
O -0.605 -0.835 0.525
C 0.714 -0.580 0.187
C 1.646 -1.597 0.363
C 2.994 -1.408 0.145
C 3.427 -0.152 -0.299
C 2.512 0.888 -0.493
C 1.142 0.692 -0.231
O 0.266 1.727 -0.388
C -0.353 2.163 0.812
H -4.840 -0.243 0.122
H -3.696 0.824 -0.764
H -3.078 -1.976 0.431
H -1.471 0.136 -1.101
H -1.180 -1.596 -1.318
H 1.258 -2.542 0.719
H 3.695 -2.204 0.309
H 4.490 -0.042 -0.504
H 2.824 1.869 -0.841
H -0.963 1.356 1.242
H -0.958 3.041 0.466
H 0.399 2.471 1.552
*
```

Calculated values
**SMILES**: C=CCOc1ccccc1OC
**Frontier orbital gap**: 0.360 Ha
**Highest occupied orbital energy**: -0.32399 Eh

---

# 2
# C4H10NO

A structure of composition C4H10NO (wB97M-V/def2-TZVPD, the Open Molecules 2025 dataset).

ORCA input file:
```
! wB97M-V def2-TZVPD RIJCOSX def2/J DEFGRID3
* xyz -1 1
C -0.343 0.326 0.801
O -1.562 0.396 0.871
C 0.412 -0.745 0.160
C 0.546 0.497 -0.911
C -0.614 0.942 -1.831
N 1.615 -1.334 0.543
H 0.162 -1.280 3.391
H 0.234 0.914 1.541
H -0.222 -1.537 -0.256
H 1.130 1.382 -0.626
H 1.220 0.077 -1.659
H -1.145 0.070 -2.213
H -0.183 1.487 -2.669
H -1.331 1.560 -1.294
H -0.180 -1.780 2.950
H 2.037 -0.788 1.299
*
```

Calculated values
**Frontier orbital gap**: 0.223 Ha
**Highest occupied orbital energy**: -0.06777 Eh

---

# 3
# C3H4N2O

An isolated molecule of C3H4N2O (wB97M-V/def2-TZVPD, the Open Molecules 2025 dataset).

ORCA input file:
```
! wB97M-V def2-TZVPD RIJCOSX def2/J DEFGRID3
* xyz 0 1
O -1.766 -1.188 -0.782
C -0.648 -0.505 -0.458
C 0.288 -0.896 0.524
C 1.238 0.098 0.477
N 0.842 0.974 -0.470
N -0.321 0.623 -1.059
H -2.162 -0.735 -1.539
H 0.259 -1.773 1.152
H 2.153 0.238 1.036
H 1.300 1.821 -0.763
*
```

Calculated values
**SMILES**: Oc1cc[nH]n1
**Frontier orbital gap**: 0.366 Ha
**Highest occupied orbital energy**: -0.32736 Eh

---

# 4
# C32H29MgN7PSSe2

A structure of composition C32H29MgN7PSSe2 (wB97M-V/def2-TZVPD, the Open Molecules 2025 dataset).

ORCA input file:
```
! wB97M-V def2-TZVPD RIJCOSX def2/J DEFGRID3
* xyz 1 1
Mg -0.185 1.163 0.778
C -3.231 1.340 0.898
N -2.156 1.853 0.033
C -2.142 3.295 -0.219
C -0.961 3.917 0.469
N 0.016 3.222 1.015
C 0.913 4.171 1.543
C 2.101 4.010 2.251
C 2.761 5.155 2.652
C 2.259 6.433 2.370
C 1.076 6.605 1.679
C 0.422 5.448 1.278
N -0.775 5.244 0.598
C -2.662 0.332 1.857
N -1.417 0.380 2.270
C -1.259 -0.706 3.138
C -0.151 -1.118 3.875
C -0.297 -2.244 4.665
C -1.514 -2.942 4.728
C -2.622 -2.533 4.010
C -2.465 -1.402 3.218
N -3.338 -0.704 2.391
H -4.036 0.890 0.315
H -3.661 2.154 1.480
H -2.206 1.385 -0.885
H -3.061 3.785 0.108
H -2.053 3.461 -1.294
H 2.492 3.028 2.477
H 3.689 5.066 3.204
H 2.808 7.304 2.704
H 0.681 7.591 1.468
H -1.380 5.958 0.232
H 0.775 -0.556 3.838
H 0.540 -2.589 5.259
H -1.590 -3.811 5.369
H -3.559 -3.072 4.067
H -4.293 -0.945 2.194
Se -0.482 -1.115 -0.621
P -0.683 -0.605 -2.755
Se -1.639 1.258 -3.172
C 0.982 -0.669 -3.490
C 1.921 -1.594 -3.035
C 3.171 -1.667 -3.630
C 3.495 -0.812 -4.675
C 2.566 0.113 -5.127
C 1.309 0.187 -4.538
C -1.594 -2.006 -3.476
C -2.701 -1.785 -4.288
C -3.391 -2.865 -4.828
C -2.979 -4.161 -4.559
C -1.865 -4.383 -3.757
C -1.176 -3.311 -3.215
H 1.677 -2.247 -2.207
H 3.896 -2.389 -3.273
H 4.473 -0.869 -5.137
H 2.819 0.785 -5.938
H 0.585 0.909 -4.890
H -3.019 -0.772 -4.498
H -4.252 -2.690 -5.463
H -3.522 -5.000 -4.975
H -1.535 -5.395 -3.555
H -0.313 -3.489 -2.585
S 2.327 0.631 1.449
C 2.775 -0.962 1.792
N 2.139 -2.012 1.209
C 2.413 -3.296 1.502
C 3.390 -3.583 2.397
C 4.080 -2.478 2.925
N 3.793 -1.224 2.640
H 1.445 -1.793 0.483
H 1.827 -4.046 0.987
H 3.638 -4.599 2.663
H 4.909 -2.631 3.609
*
```

Calculated values
**Frontier orbital gap**: 0.282 Ha
**Highest occupied orbital energy**: -0.38067 Eh

---

# 5
# C24H45FN4O10PS3

A cluster of 4 separate species, C24H45FN4O10PS3 in total (wB97M-V/def2-TZVPD, the Open Molecules 2025 dataset).

ORCA input file:
```
! wB97M-V def2-TZVPD RIJCOSX def2/J DEFGRID3
* xyz 1 1
C 3.005 -3.685 -0.644
C 1.433 -3.737 -0.985
C 0.614 -4.960 -0.303
N 0.801 -2.887 -1.799
C -0.116 -2.012 -1.095
C 0.106 -1.104 0.163
C 1.522 -1.028 0.895
C 2.536 -0.232 -0.096
N 2.295 -0.006 -1.367
N -1.162 -0.387 0.456
P -1.435 0.789 1.771
O -0.494 0.428 3.156
O -3.067 0.765 2.321
C -2.074 -0.849 -0.599
C -3.549 -0.235 -0.632
O -3.385 1.225 -0.771
O -2.547 1.466 -1.807
N -1.521 -1.790 -1.529
C -2.081 -2.459 -2.735
C -3.604 -2.942 -2.604
C -4.006 -3.562 -1.183
F -3.784 -4.016 -3.584
H 3.458 -4.713 -0.934
H 3.165 -3.612 0.501
H 3.560 -2.826 -1.169
H 1.315 -5.879 -0.404
H -0.281 -5.168 -0.981
H 0.352 -4.778 0.793
H 1.940 -2.049 1.217
H 1.508 -0.389 1.862
H 3.508 0.202 0.346
H 3.080 0.550 -1.768
H -0.528 -0.546 3.324
H -3.328 -0.199 2.300
H -4.125 -0.493 0.329
H -4.186 -0.558 -1.522
H -1.676 1.809 -1.488
H -2.010 -1.705 -3.601
H -1.450 -3.374 -3.063
H -4.367 -2.132 -2.895
H -4.477 -2.787 -0.461
H -3.163 -4.169 -0.706
H -4.860 -4.318 -1.392
C -5.957 5.011 -3.147
C -4.988 3.922 -2.682
C -5.729 3.053 -1.664
S -7.463 3.151 -2.092
O -8.164 3.820 -1.022
O -7.896 1.875 -2.619
C -7.269 4.297 -3.445
H -5.580 5.541 -4.025
H -6.102 5.743 -2.346
H -4.688 3.311 -3.540
H -4.079 4.348 -2.249
H -5.404 2.015 -1.710
H -5.609 3.436 -0.649
H -8.124 4.970 -3.489
H -7.200 3.716 -4.368
C 7.647 -0.591 -2.780
C 8.618 -1.685 -2.334
C 7.896 -2.544 -1.294
S 6.152 -2.435 -1.680
O 5.480 -1.753 -0.594
O 5.695 -3.708 -2.192
C 6.323 -1.296 -3.043
H 8.006 -0.068 -3.669
H 7.527 0.146 -1.979
H 8.893 -2.302 -3.195
H 9.540 -1.265 -1.925
H 8.212 -3.587 -1.344
H 8.043 -2.158 -0.284
H 5.472 -0.616 -3.069
H 6.365 -1.882 -3.964
C 0.348 3.582 5.477
C 0.478 2.093 5.806
C 1.855 1.882 6.439
S 2.285 3.429 7.229
O 3.429 3.990 6.549
O 2.249 3.257 8.663
C 0.828 4.323 6.717
H -0.679 3.852 5.220
H 0.987 3.828 4.622
H -0.302 1.808 6.519
H 0.353 1.470 4.917
H 1.838 1.087 7.185
H 2.614 1.666 5.684
H 1.080 5.365 6.525
H 0.095 4.256 7.525
*
```

Calculated values
**Frontier orbital gap**: 0.279 Ha
**Highest occupied orbital energy**: -0.41364 Eh

---

# 6
# C35H30N7O2Ta

A structure of composition C35H30N7O2Ta (wB97M-V/def2-TZVPD, the Open Molecules 2025 dataset).

ORCA input file:
```
! wB97M-V def2-TZVPD RIJCOSX def2/J DEFGRID3
* xyz 4 1
Ta 0.780 0.097 0.771
C 3.233 3.346 1.180
C 2.413 2.708 0.110
C 3.000 2.456 -1.134
C 2.228 2.416 -2.284
C 0.840 2.621 -2.231
C 0.237 2.727 -1.010
C 0.984 2.624 0.213
H 2.776 3.348 2.164
H 3.318 4.402 0.891
H 4.253 2.965 1.212
H 4.081 2.479 -1.221
H 2.719 2.333 -3.249
H 0.271 2.736 -3.145
H -0.823 2.934 -0.948
H 0.517 3.022 1.115
O 1.995 1.759 4.194
C 2.034 0.984 3.310
N 0.819 0.393 2.693
C -0.247 0.088 3.665
O -0.200 0.349 4.811
C -1.278 -0.709 2.973
C -2.345 -1.256 3.645
C -3.231 -2.054 2.927
C -2.985 -2.274 1.577
C -1.899 -1.678 0.970
N -1.041 -0.877 1.654
C 3.226 0.458 2.611
C 4.474 0.446 3.183
C 5.540 -0.019 2.417
C 5.295 -0.420 1.110
C 4.007 -0.385 0.612
N 2.956 0.034 1.350
H -2.459 -1.062 4.705
H -4.083 -2.510 3.417
H -3.630 -2.915 0.989
H -1.677 -1.870 -0.069
H 4.599 0.793 4.201
H 6.542 -0.058 2.830
H 6.097 -0.772 0.475
H 3.812 -0.710 -0.396
C 2.314 -5.557 -1.817
C 1.968 -4.244 -1.212
C 2.209 -3.032 -1.886
C 1.878 -1.843 -1.301
N 1.293 -1.765 -0.069
C 1.057 -2.937 0.594
C 1.378 -4.155 0.058
H 3.052 -5.461 -2.611
H 1.409 -5.995 -2.256
H 2.666 -6.260 -1.062
H 2.666 -3.032 -2.868
H 2.072 -0.905 -1.814
H 0.631 -2.867 1.585
H 1.183 -5.050 0.636
N -9.068 2.891 -2.498
C -7.979 2.549 -2.359
C -6.623 2.105 -2.183
C -5.768 2.013 -3.280
C -4.468 1.569 -3.110
C -4.044 1.220 -1.838
C -4.878 1.307 -0.733
C -6.172 1.759 -0.908
N -2.682 0.744 -1.661
C -1.951 0.022 -2.594
C -0.758 -0.260 -2.029
N -0.738 0.267 -0.732
C -1.947 0.859 -0.570
H -6.120 2.299 -4.262
H -3.802 1.539 -3.963
H -4.547 1.013 0.257
H -6.844 1.839 -0.064
H -2.346 -0.230 -3.564
H 0.072 -0.780 -2.470
H -2.258 1.428 0.293
*
```

Calculated values
**Frontier orbital gap**: 0.155 Ha
**Highest occupied orbital energy**: -0.67390 Eh

---

Ordered M results: 164.2, 88.1, 84.1, 756.9, 695.8, 761.6; unit g/mol.
Ordered E_tot results: -14657.871, -7844.560, -8202.985, -200349.029, -96549.154, -52820.403; unit eV.